[1]
Here is a cluster of 2 separate species, C4H14N2O in total in a non-equilibrium geometry from the OMol25 dataset. Energies are from ωB97M-V/def2-TZVPD.

Geometry as XYZ:
```
21
C4H14N2O, DFT ωB97M-V/def2-TZVPD
C -2.898 -0.489 0.648
N -2.337 0.000 -0.589
C -1.106 -0.539 -1.094
C 0.124 -0.465 -0.096
C 0.752 0.920 -0.294
N 1.923 1.092 0.655
H -2.143 -0.875 1.337
H -3.640 -1.270 0.450
H -3.394 0.286 1.237
H -2.629 0.912 -0.873
H -0.793 0.134 -1.885
H -1.218 -1.599 -1.330
H -0.172 -0.396 0.952
H 0.816 -1.282 -0.276
H 1.194 1.127 -1.267
H 0.022 1.684 -0.021
H 1.830 2.010 1.091
H 1.709 0.562 1.504
O 4.017 -0.937 0.108
H 4.695 -0.506 -0.413
H 3.247 -0.369 0.154
```

## Properties
- total charge = 0
- orbital gap (hartree) = 0.3414
- highest occupied orbital energy (eV) = -8.385
- SMILES = CNCCCN.O

---

[2]
Here is a cluster of 2 separate species, C4H14N2O in total in a non-equilibrium geometry from the OMol25 dataset. Energies are from ωB97M-V/def2-TZVPD.

Geometry as XYZ:
```
21
C4H14N2O, DFT ωB97M-V/def2-TZVPD
C -0.203 1.123 1.815
N -0.172 0.271 0.628
C -1.155 -0.818 0.750
C 1.201 -0.138 0.340
C 1.338 -1.089 -0.871
N 0.911 -0.542 -2.142
H -1.265 1.235 2.065
H 0.275 0.681 2.696
H 0.183 2.122 1.625
H -0.964 -1.718 0.181
H -2.045 -0.399 0.258
H -1.442 -1.106 1.764
H 1.808 0.732 0.041
H 1.757 -0.581 1.159
H 2.434 -1.213 -0.921
H 0.967 -2.098 -0.724
H 0.046 -0.945 -2.474
H 0.798 0.460 -2.130
O -1.618 1.128 -1.704
H -1.984 1.909 -1.280
H -0.871 0.985 -1.077
```

## Properties
- total charge = 0
- orbital gap (hartree) = 0.3594
- highest occupied orbital energy (eV) = -8.953
- SMILES = CN(C)CCN.O

---

[3]
Here is a cluster of 3 separate species, C4H14N2O in total in a non-equilibrium geometry from the OMol25 dataset. Energies are from ωB97M-V/def2-TZVPD.

Geometry as XYZ:
```
21
C4H14N2O, DFT ωB97M-V/def2-TZVPD
N 0.047 2.674 0.791
C 1.024 -0.054 0.823
C -0.132 -0.328 1.784
C 0.807 0.607 -0.579
N 0.060 -0.184 -1.454
C -1.419 -0.163 -1.230
H 0.179 3.682 0.689
H 1.747 0.622 1.256
H 1.376 -1.084 0.601
H -1.057 -0.553 1.237
H -0.065 -1.260 2.318
H -0.360 0.523 2.439
H 1.793 0.803 -0.960
H 0.320 1.641 -0.221
H 0.325 -1.206 -1.406
H -1.820 -1.172 -1.311
H -1.728 0.416 -2.104
H -1.806 0.341 -0.353
H -0.965 2.532 0.787
H 0.212 -3.322 -0.085
O -0.154 -2.490 -0.392
```

## Properties
- total charge = 0
- orbital gap (hartree) = 0.1847
- highest occupied orbital energy (eV) = -8.360

---

[4]
Here is a structure of composition C4H14N2O in a non-equilibrium geometry from the OMol25 dataset. Energies are from ωB97M-V/def2-TZVPD.

Geometry as XYZ:
```
21
C4H14N2O, DFT ωB97M-V/def2-TZVPD
C -0.133 -1.055 1.113
C -0.607 -0.487 -0.215
C -0.159 0.925 -0.292
C 2.368 1.181 -0.382
N 2.774 -0.017 0.061
N -1.850 -0.848 -0.673
H -0.464 -2.099 1.055
H 0.948 -1.048 1.229
H -0.714 -0.604 1.931
H 0.281 -1.072 -0.989
H -0.536 1.520 0.551
H -0.624 1.445 -1.167
H 2.497 1.347 -1.478
H 2.507 2.040 0.267
H 0.998 0.815 -0.227
H 3.748 -0.283 -0.064
H -2.760 0.055 0.260
H 0.876 -1.207 -1.508
H -1.760 -1.450 -1.487
H -4.137 0.242 1.054
O -3.253 0.599 0.962
```

## Properties
- total charge = 0
- orbital gap (hartree) = 0.2522
- highest occupied orbital energy (eV) = -8.106

---

[5]
Here is a cluster of 2 separate species, C4H14N2O in total in a non-equilibrium geometry from the OMol25 dataset. Energies are from ωB97M-V/def2-TZVPD.

Geometry as XYZ:
```
21
C4H14N2O, DFT ωB97M-V/def2-TZVPD
C -2.562 0.016 0.762
N -1.205 -0.362 1.353
C -1.148 -0.325 2.758
C 0.019 0.480 0.705
C -0.030 1.010 -0.816
N -0.403 2.424 -0.712
H -3.500 -0.451 1.275
H -2.817 1.045 0.721
H -2.727 -0.549 -0.263
H -0.378 -1.055 3.145
H -2.137 -0.370 3.308
H -0.606 0.567 3.195
H -0.030 1.277 1.341
H 0.871 -0.170 0.862
H 1.089 0.852 -1.197
H -0.783 0.663 -1.569
H -0.582 2.754 -1.610
H -1.165 2.699 0.063
O 4.595 -2.869 -3.505
H 4.575 -2.115 -3.036
H 5.012 -3.718 -3.146
```

## Properties
- total charge = 0
- orbital gap (hartree) = 0.3327
- highest occupied orbital energy (eV) = -8.234
- SMILES = CN(C)CCN.O

---

[6]
Here is a cluster of 2 separate species, C4H14N2O in total in a non-equilibrium geometry from the OMol25 dataset. Energies are from ωB97M-V/def2-TZVPD.

Geometry as XYZ:
```
21
C4H14N2O, DFT ωB97M-V/def2-TZVPD
C 1.765 -1.408 -1.661
N 0.740 -1.461 -0.546
C -0.410 -0.568 -0.679
C 0.008 0.865 -0.267
C 0.369 1.183 1.199
N 0.664 -0.045 1.945
H 1.993 -0.335 -1.786
H 1.190 -1.678 -2.554
H 2.716 -1.855 -1.336
H 0.589 -2.461 -0.542
H -1.223 -1.055 -0.117
H -0.673 -0.455 -1.742
H 0.867 1.150 -0.894
H -0.768 1.581 -0.609
H 1.248 1.832 1.139
H -0.427 1.672 1.768
H 1.184 -0.664 1.329
H 1.168 0.198 2.788
O -3.482 1.005 0.564
H -3.131 1.693 1.157
H -4.388 0.805 0.840
```

## Properties
- total charge = 0
- orbital gap (hartree) = 0.3463
- highest occupied orbital energy (eV) = -8.573
- SMILES = CNCCCN.O

---

[7]
Here is a cluster of 2 separate species, C4H14N2O in total in a non-equilibrium geometry from the OMol25 dataset. Energies are from ωB97M-V/def2-TZVPD.

Geometry as XYZ:
```
21
C4H14N2O, DFT ωB97M-V/def2-TZVPD
N 1.876 0.616 0.616
C 0.962 0.791 1.732
C 0.071 -0.467 1.802
N -0.910 -0.381 2.811
H 2.567 -0.106 0.805
H 2.448 1.450 0.511
H 0.312 1.636 1.491
H 1.466 0.977 2.689
H -0.426 -0.623 0.842
H 0.710 -1.350 2.018
H -1.677 -1.058 2.783
H -0.582 -0.267 3.776
C -0.749 -0.275 -1.902
O 0.058 0.860 -1.619
C -1.153 -0.264 -3.351
H -0.210 -1.195 -1.626
H -1.652 -0.265 -1.275
H 0.695 0.632 -0.924
H -0.289 -0.247 -4.022
H -1.797 -1.114 -3.597
H -1.718 0.648 -3.560
```

## Properties
- multiplicity = 2
- total charge = +1
- orbital gap (spin up / spin down) (hartree) = 0.3305 / 0.1369
- highest occupied orbital energy (spin up / spin down) (eV) = -12.823 / -12.823

---

[8]
Here is a cluster of 3 separate species, C4H14N2O in total in a non-equilibrium geometry from the OMol25 dataset. Energies are from ωB97M-V/def2-TZVPD.

Geometry as XYZ:
```
21
C4H14N2O, DFT ωB97M-V/def2-TZVPD
C 0.029 1.503 -0.053
C -0.036 0.343 0.988
C 1.388 0.068 1.606
N -0.447 -0.967 0.519
C -1.891 -1.178 0.217
N -2.434 -0.175 -0.650
H 0.805 1.129 -0.714
H -0.827 1.495 -0.713
H 0.283 2.485 0.334
H -0.808 0.644 1.698
H 1.486 -0.956 1.967
H 1.945 0.049 0.646
H 1.756 0.854 2.263
H 0.147 -1.117 -0.315
H -1.899 -2.173 -0.227
H -2.333 -1.340 1.217
H -3.410 -0.131 -0.332
H -0.120 0.020 -3.139
H 0.577 0.110 -2.909
H 3.358 -0.446 -1.267
O 2.430 -0.218 -1.133
```

## Properties
- multiplicity = 2
- total charge = +1
- orbital gap (spin up / spin down) (hartree) = 0.3354 / 0.2690
- highest occupied orbital energy (spin up / spin down) (eV) = -15.342 / -15.593

---

Table of energy relative to the best compared isomer or geometry (same formula, charge and spin) (kJ/mol), in record order: 172.8, 156.9, 815.2, 939.7, 423.7, 191.0, 122.9, 634.1